No. 1
C6H17N2 | the ωB97M-V functional and the def2-TZVPD basis

Output
<S²>: 0.756
energy: -347.46701 Eh
HOMO (spin up / spin down): -18.22 / -18.28 eV
orbital gap (spin up / spin down): 0.249 / 0.245 Ha
energy above the lowest of the compared OMol25 structures with the same formula, charge and spin: 100.6 kcal/mol
charge: +2
spin multiplicity: 2
LUMO (spin up / spin down): -11.45 / -11.61 eV
max |F|: 0.0829 hartree/bohr

Geometry (Å):
N: -2.85794 -1.71689 0.42183
C: -2.15678 -0.41097 0.38596
C: -3.00588 0.60794 1.22026
C: -0.79282 -0.56622 0.91751
N: 2.28903 0.99018 -1.21552
C: 1.76770 -0.17461 -0.48163
C: 2.86239 -1.19814 -0.12941
C: 1.39328 2.04043 -1.64917
H: -2.38916 -2.24519 -0.32154
H: 3.15316 1.38894 -0.83759
H: -2.50305 -2.26603 1.20909
H: -2.11868 -0.03666 -0.66139
H: -2.71591 1.65119 1.24088
H: -4.07189 0.48061 1.00694
H: -2.89044 0.25339 2.24597
H: -0.41210 0.33536 1.37236
H: -0.59328 -1.50815 1.42044
H: 0.95993 -0.51232 -1.14456
H: 1.33151 0.24359 0.43064
H: 2.46192 -1.84578 0.64598
H: 3.13625 -1.78789 -0.99220
H: 3.72013 -0.67748 0.29643
H: 1.92986 2.97829 -1.79505
H: 0.54620 2.22052 -0.97520
H: 0.95658 1.75590 -2.61104

Atomic partial charges in e from the Mulliken method, atoms 1 to 5: -0.629, 0.528, -1.309, -0.621, 0.040

***

No. 2
C10H11NS | the ωB97M-V functional and the def2-TZVPD basis

Output
energy: -840.35092 Eh
HOMO (spin up / spin down): -6.00 / -8.01 eV
orbital gap (spin up / spin down): 0.217 / 0.299 Ha
energy above the lowest of the compared OMol25 structures with the same formula, charge and spin: 124.7 kcal/mol
LUMO (spin up / spin down): -0.11 / 0.12 eV
max |F|: 0.0836 hartree/bohr

Geometry (Å):
C: -4.63356 1.00173 -0.25646
C: -3.40513 0.89563 -0.91099
C: -5.03229 0.03788 0.63010
C: -2.69006 -0.18346 -0.34789
C: -1.48090 -0.64540 -0.82133
C: 1.77497 1.05186 0.04697
C: 0.79775 -0.93824 -1.30290
C: 0.58934 0.52180 0.67269
C: 1.42590 -0.45431 0.02710
C: 2.31604 -1.35741 0.85517
N: -0.54388 -1.27226 -1.21962
S: -3.65665 -1.06490 0.76869
H: -5.40390 1.86038 -0.38805
H: -3.17321 1.56759 -1.76072
H: -5.92644 -0.26207 1.13181
H: 1.59559 1.59483 -0.93463
H: 2.66426 1.26634 0.53605
H: 0.85208 -0.18043 -2.02286
H: 1.20143 -1.87604 -1.60120
H: 0.43990 0.62800 1.68493
H: 2.87614 -0.68419 1.38447
H: 2.92452 -1.85004 0.17430
H: 1.76918 -1.99287 1.55836

Atomic partial charges in e from the Mulliken method, atoms 1 to 5: -0.229, -0.694, -0.396, 0.265, 0.499

***

Q: What is the energy in the first record?
A: -347.46701 Eh